# 1
{
  "formula": "C6H18BCoO3",
  "method": "wB97M-V/def2-TZVPD",
  "homo_energy_ev": [-4.269, -3.844],
  "max_force_ha_per_bohr": 0.0257,
  "spin_multiplicity": 4,
  "lumo_ev": [3.2253, 3.2237],
  "relative_energy_kcal_mol": 0.0,
  "charge": -1,
  "orbital_gap_ha": [0.2754, 0.2597],
  "elements": ["Co", "C", "O", "H", "H", "H", "C", "O", "H", "H", "H", "B", "H", "H", "H", "H", "C", "C", "C", "O", "C", "H", "H", "H", "H", "H", "H", "H", "H"],
  "coordinates": [[-17.21312, -22.13353, -3.41492], [-15.04955, -20.41909, -2.54617], [-16.26450, -20.45142, -3.18757], [-14.96852, -19.55859, -1.85407], [-14.84028, -21.30817, -1.90964], [-14.20909, -20.38435, -3.26530], [-19.81581, -22.80540, -4.25777], [-18.93579, -21.73802, -4.21431], [-20.77650, -22.50949, -4.69933], [-19.40140, -23.67555, -4.79824], [-20.00062, -23.20993, -3.23576], [-16.13013, -23.91636, -3.89811], [-15.46452, -24.84820, -4.24915], [-17.24748, -24.29352, -3.55298], [-15.59679, -23.35158, -2.95182], [-16.29675, -23.13264, -4.81068], [-19.66621, -22.02044, 0.04700], [-19.37763, -23.52571, -0.14643], [-17.91526, -23.53276, -0.57182], [-17.79843, -22.35245, -1.34814], [-18.47255, -21.33762, -0.62536], [-19.72412, -21.72508, 1.09690], [-20.62349, -21.75770, -0.40195], [-19.94019, -23.90523, -0.99806], [-19.59496, -24.11523, 0.74294], [-17.67765, -24.38128, -1.21389], [-17.20344, -23.57348, 0.26231], [-18.74197, -20.49882, -1.26453], [-17.75625, -20.91063, 0.08958]],
  "forces_ev_per_a": [[-0.16, 1.21, -0.50], [0.05, -0.30, 0.15], [-0.38, -0.20, 0.07], [0.11, 0.11, -0.18], [-0.08, 0.04, -0.08], [0.08, 0.18, 0.14], [0.64, 0.03, 0.50], [0.11, -0.07, 0.11], [-0.13, -0.15, -0.04], [-0.21, 0.05, -0.27], [-0.35, 0.03, -0.08], [0.09, -0.77, 0.25], [0.08, -0.06, -0.15], [-0.16, -0.19, 0.14], [0.15, 0.07, 0.18], [0.11, 0.20, -0.34], [-0.16, -0.10, 0.21], [0.13, 0.31, 0.07], [-0.07, -0.83, -0.28], [0.21, -0.23, 0.21], [0.12, 0.83, 0.18], [0.04, -0.16, 0.03], [0.11, 0.11, -0.15], [-0.21, -0.04, 0.14], [0.05, -0.09, -0.04], [0.04, 0.13, -0.11], [-0.06, 0.45, 0.08], [0.02, -0.36, -0.46], [-0.15, -0.21, 0.24]]
}

---

# 2
{
  "formula": "C5H10O",
  "method": "wB97M-V/def2-TZVPD",
  "homo_energy_ev": -9.185,
  "max_force_ha_per_bohr": 0.0058,
  "spin_multiplicity": 1,
  "smiles": "CCC1(O)CC1",
  "lumo_ev": 1.0116,
  "relative_energy_kcal_mol": 28.6,
  "charge": 0,
  "orbital_gap_ha": 0.3747,
  "elements": ["C", "C", "C", "O", "C", "C", "H", "H", "H", "H", "H", "H", "H", "H", "H", "H"],
  "coordinates": [[-0.74687, 1.12791, -1.58414], [0.30872, 0.24461, -0.89205], [0.10858, -0.08265, 0.57847], [-0.20395, 1.04997, 1.35037], [-0.39589, -1.38255, 1.13691], [1.07807, -1.04651, 1.19070], [-0.27739, 1.66197, -2.41620], [-1.19182, 1.90635, -0.94770], [-1.58133, 0.54444, -1.98084], [1.27523, 0.76401, -0.93818], [0.43365, -0.68590, -1.45765], [-0.40541, 1.75547, 0.72595], [-0.93171, -1.29552, 2.07900], [-0.73061, -2.19464, 0.49665], [1.52170, -0.78365, 2.14643], [1.73903, -1.58330, 0.51230]],
  "forces_ev_per_a": [[-0.04, -0.04, -0.02], [0.05, 0.01, -0.04], [0.14, -0.19, -0.19], [0.10, 0.17, 0.03], [-0.21, -0.05, -0.04], [0.18, 0.04, 0.03], [-0.13, -0.15, 0.04], [0.16, -0.19, -0.02], [0.08, 0.02, 0.09], [-0.10, -0.05, -0.05], [-0.02, 0.13, 0.11], [-0.03, 0.01, 0.28], [0.03, 0.01, -0.22], [0.07, 0.20, 0.00], [-0.16, -0.04, -0.11], [-0.10, 0.13, 0.12]]
}

---

# 3
{
  "formula": "C3H7NO2",
  "method": "wB97M-V/def2-TZVPD",
  "homo_energy_ev": [-7.767, -8.054],
  "max_force_ha_per_bohr": 0.0811,
  "spin_multiplicity": 1,
  "lumo_ev": [-1.1269, -0.9001],
  "relative_energy_kcal_mol": 179.7,
  "charge": 0,
  "orbital_gap_ha": [0.2440, 0.2629],
  "elements": ["C", "N", "C", "O", "C", "O", "H", "H", "H", "H", "H", "H", "H"],
  "coordinates": [[2.07270, 0.16068, -0.09110], [0.68904, -0.36443, -0.25034], [-0.18722, 0.03088, 0.68239], [-0.08924, 0.79778, 1.66117], [-1.67852, -0.12328, 0.57683], [-2.48433, 0.28511, -0.35104], [2.36979, 0.69173, -0.99741], [2.15614, 0.85694, 0.75949], [2.80740, -0.64448, 0.05032], [-0.05843, -0.64627, -1.45403], [-2.19700, 0.10921, 1.53548], [-1.35882, -1.72514, -0.94928], [-2.04150, 0.57127, -1.17248]],
  "forces_ev_per_a": [[-0.18, -0.02, -0.42], [-1.33, 0.33, -1.28], [-0.44, 1.15, -0.75], [1.09, -0.57, -0.15], [-0.59, -0.41, -0.75], [-0.17, 1.96, -0.15], [-0.10, 0.03, 0.05], [-0.34, -0.30, -0.28], [-0.47, 0.01, -0.02], [1.32, -0.43, 3.93], [0.60, -1.53, -0.29], [0.58, 0.65, 0.15], [0.04, -0.85, -0.04]]
}

---

# 4
{
  "formula": "C13H28AsFeN2O5Te",
  "method": "wB97M-V/def2-TZVPD",
  "homo_energy_ev": [-4.326, -6.660],
  "max_force_ha_per_bohr": 0.0155,
  "spin_multiplicity": 6,
  "lumo_ev": [0.3700, 0.3616],
  "relative_energy_kcal_mol": 9.3,
  "charge": 0,
  "orbital_gap_ha": [0.1726, 0.2581],
  "elements": ["Fe", "C", "N", "C", "C", "O", "C", "O", "C", "C", "O", "N", "C", "C", "H", "H", "H", "H", "H", "H", "H", "H", "H", "H", "H", "H", "H", "H", "H", "H", "C", "C", "O", "H", "H", "H", "Te", "C", "As", "C", "C", "O", "H", "H", "H", "H", "H", "H", "H", "H", "H"],
  "coordinates": [[-0.76212, -1.45206, -0.23212], [0.06649, 1.04194, 4.38083], [-0.01157, 1.38070, 2.96251], [-1.04939, 2.37081, 2.77364], [-0.09769, 0.23416, 2.10853], [-1.00417, 0.12480, 1.15099], [0.86582, -0.86083, 2.35738], [1.06818, -1.61176, 1.13220], [2.31713, -1.56145, 0.52119], [2.15584, -0.93543, -0.86371], [1.02450, -0.64340, -1.24865], [3.24546, -0.72859, -1.61782], [3.10902, -0.23611, -2.97806], [4.58498, -1.13783, -1.23789], [0.28129, 1.93946, 4.96466], [0.86739, 0.33034, 4.57351], [-0.87408, 0.60051, 4.74756], [-0.78494, 3.27427, 3.32515], [-2.03133, 2.02306, 3.13515], [-1.15990, 2.62908, 1.72787], [0.54208, -1.63250, 3.07284], [1.82062, -0.45907, 2.71631], [2.72313, -2.57242, 0.40862], [3.02573, -0.97347, 1.11164], [2.06296, -0.03980, -3.18710], [3.48351, -0.98438, -3.67950], [3.68860, 0.68074, -3.10073], [4.63007, -1.45201, -0.20096], [5.27620, -0.30392, -1.36984], [4.91923, -1.96659, -1.86619], [-2.71742, -3.47030, -1.96906], [-1.74982, -3.35383, -0.81670], [-0.52113, -3.42633, -1.05519], [-2.37830, -4.27217, -2.62669], [-2.69293, -2.52966, -2.52413], [-3.73146, -3.65116, -1.62513], [-2.46323, -2.95495, 1.12742], [-3.33261, 1.64260, 0.11044], [-1.87391, 1.34154, -1.07470], [-0.21351, 2.23495, -0.74174], [-2.42469, 2.23119, -2.68793], [-1.75345, -0.29138, -1.49670], [-3.41914, 2.70120, 0.35204], [-3.16992, 1.04088, 0.99775], [-4.21564, 1.31293, -0.43600], [-0.40101, 3.30935, -0.73704], [0.42170, 1.97703, -1.58818], [0.23820, 1.90200, 0.18573], [-2.58792, 3.29075, -2.49143], [-3.34588, 1.77602, -3.04694], [-1.65096, 2.11107, -3.44384]],
  "forces_ev_per_a": [[0.15, 0.68, 0.31], [0.01, -0.01, 0.07], [-0.05, -0.18, 0.09], [-0.11, -0.04, 0.02], [0.16, 0.36, -0.36], [0.06, 0.17, 0.35], [0.00, -0.10, 0.03], [0.08, -0.41, 0.05], [0.09, 0.20, -0.15], [-0.10, -0.05, 0.16], [0.17, 0.05, -0.16], [0.10, -0.05, -0.05], [0.02, 0.02, 0.02], [-0.03, 0.03, 0.00], [-0.02, 0.02, -0.03], [0.01, 0.01, -0.02], [0.00, 0.01, 0.00], [0.00, -0.01, 0.02], [0.01, -0.01, -0.02], [0.04, 0.02, -0.13], [-0.09, 0.00, 0.00], [0.01, -0.04, 0.01], [-0.05, -0.02, 0.03], [-0.02, 0.00, 0.01], [0.00, -0.01, 0.02], [-0.01, 0.01, -0.02], [0.00, 0.00, -0.01], [-0.01, 0.00, 0.01], [0.00, 0.00, -0.01], [0.01, -0.01, 0.00], [0.01, -0.06, 0.05], [-0.06, -0.26, -0.06], [0.01, 0.14, -0.05], [-0.01, 0.01, -0.02], [0.02, 0.01, 0.00], [0.00, -0.02, -0.01], [-0.36, -0.49, 0.19], [-0.03, 0.06, 0.11], [0.13, -0.67, -0.42], [0.02, 0.09, 0.02], [-0.10, -0.05, -0.10], [-0.11, 0.61, -0.08], [0.00, 0.00, 0.02], [-0.02, -0.02, 0.04], [-0.03, 0.00, 0.07], [0.04, 0.01, 0.02], [0.03, 0.02, 0.01], [0.03, -0.03, 0.01], [-0.01, 0.01, -0.03], [-0.01, 0.02, -0.01], [0.01, 0.01, 0.00]]
}

---

# 5
{
  "formula": "C10H10Cl2N3S2SeTi",
  "method": "wB97M-V/def2-TZVPD",
  "homo_energy_ev": [-11.563, -11.598],
  "max_force_ha_per_bohr": 0.0092,
  "spin_multiplicity": 3,
  "lumo_ev": [-4.0066, -5.1097],
  "relative_energy_kcal_mol": 0.0,
  "charge": 1,
  "orbital_gap_ha": [0.2777, 0.2385],
  "elements": ["Ti", "Cl", "C", "Cl", "H", "H", "C", "C", "N", "C", "C", "S", "C", "C", "S", "C", "N", "C", "H", "H", "H", "H", "H", "H", "H", "H", "Se", "C", "N"],
  "coordinates": [[0.51640, 0.21170, 0.91332], [0.93161, 1.23524, 3.37439], [1.90233, 2.07218, 2.23404], [2.37778, -1.01482, 1.21897], [2.92117, 1.72609, 2.15018], [1.59595, 3.08268, 2.01469], [2.11907, 1.77847, -1.84528], [1.10026, 0.73848, -2.14938], [0.47626, 0.03642, -1.23526], [-0.43838, -0.84868, -1.77089], [-0.50515, -0.81619, -3.12168], [0.59444, 0.34111, -3.72941], [-1.17112, -1.64281, -0.78771], [-2.05673, -2.65246, -0.94270], [-2.56865, -3.22520, 0.58312], [-1.59397, -2.07778, 1.37593], [-0.91925, -1.32477, 0.53780], [-1.50129, -1.95289, 2.85693], [2.82875, 1.39097, -1.11288], [1.62923, 2.66882, -1.44359], [2.66541, 2.07278, -2.73852], [-1.13023, -1.39609, -3.78008], [-2.41960, -3.09424, -1.85587], [-2.07247, -2.72961, 3.35945], [-1.88782, -0.98463, 3.18005], [-0.45761, -2.03979, 3.16597], [-1.40719, 3.93008, -1.12935], [-0.93772, 2.69315, -0.02864], [-0.59148, 1.82181, 0.70639]],
  "forces_ev_per_a": [[-0.06, -0.25, -0.40], [0.03, 0.02, -0.02], [0.09, 0.08, 0.18], [0.01, 0.01, 0.02], [0.00, -0.02, 0.00], [-0.04, -0.02, -0.03], [0.02, 0.04, -0.01], [-0.12, -0.09, -0.18], [0.11, 0.07, 0.22], [0.02, 0.05, 0.07], [-0.05, -0.06, -0.05], [0.08, 0.04, 0.06], [-0.01, 0.03, 0.09], [-0.01, -0.08, -0.12], [-0.02, 0.09, 0.11], [-0.06, -0.14, -0.10], [0.06, 0.09, 0.09], [0.03, -0.01, 0.03], [0.01, 0.01, 0.00], [-0.01, -0.02, 0.02], [0.01, -0.02, 0.00], [-0.01, 0.00, 0.02], [0.02, 0.01, 0.00], [0.00, -0.01, -0.01], [0.00, 0.01, -0.02], [-0.01, 0.00, 0.02], [-0.02, 0.07, -0.06], [0.00, -0.11, 0.07], [-0.07, 0.18, 0.01]]
}